Record 1
ORCA calculation (ωB97M-V/def2-TZVPD) on a cluster of 2 separate species, C4H9N2O2 in total at a distorted geometry.

The geometry in XYZ format:
```
17
Properties=species:S:1:pos:R:3
H 2.56 0.97 -2.33
H 2.09 -0.42 1.05
H -0.64 0.53 0.23
O 2.82 -0.65 -1.13
H -2.16 0.45 -1.39
C 2.14 0.35 -1.50
C 0.33 0.11 -0.02
H -2.71 0.60 0.32
H 1.33 1.06 1.62
N 1.02 0.85 -1.06
H -2.33 -0.99 -0.37
C -2.81 -0.01 -0.62
O -4.11 -0.16 -1.04
H 0.15 -0.94 -0.29
N 0.30 -0.62 2.29
C 1.13 0.03 1.31
H 0.89 -1.17 2.92
```

Computed properties:
net charge = -2
multiplicity = 2
⟨S²⟩ = 0.754
gap between HOMO and LUMO (spin up / spin down) = 5.4256 / 4.9939 eV

Record 2
ORCA calculation (ωB97M-V/def2-TZVPD) on an isolated molecule of C7H10N2O2 at a distorted geometry.

The geometry in XYZ format:
```
21
Properties=species:S:1:pos:R:3
C 0.92 -1.40 -0.05
C 2.86 -0.03 -0.58
O -3.06 -0.82 -0.69
N -0.41 1.61 0.43
H 0.78 -0.21 1.92
C -2.02 0.13 -0.88
H -2.64 -1.54 0.03
H -2.48 1.31 0.90
H 2.49 -1.08 1.40
H 1.59 -2.06 -0.62
C -1.61 0.76 0.47
H -2.36 0.70 -1.80
O 1.58 2.21 -0.59
H -0.08 -1.68 -0.20
N 3.98 -0.44 -0.82
C 0.87 1.33 -0.18
C 1.43 -0.78 1.18
H -0.60 2.58 0.32
H -1.43 -0.02 1.17
C 1.48 -0.02 -0.08
H -1.29 -0.55 -1.34
```

Computed properties:
SMILES string = N#CC1(C(=O)NCCO)CC1
gap between HOMO and LUMO = 10.5505 eV

Record 3
ORCA calculation (ωB97M-V/def2-TZVPD) on a structure of composition C26H39N4O3PSe2TeZr at a distorted geometry.

The geometry in XYZ format:
```
77
Properties=species:S:1:pos:R:3
C 5.17 3.66 1.46
C -6.35 0.37 -0.91
H -0.55 5.25 1.53
C -5.55 -0.84 -2.89
H 1.89 0.55 -3.38
C 2.80 -4.64 3.29
C -0.39 3.09 -1.07
H 2.55 -2.55 5.17
H -4.80 0.55 0.64
O 1.00 -1.68 2.29
H 3.67 -1.66 -2.96
Se -1.77 0.54 1.44
C 1.22 -0.26 -3.69
C 0.98 -1.79 -1.86
C 2.81 -2.14 -3.42
H 3.99 -2.37 4.15
H -0.74 2.97 -2.09
Zr 0.21 -0.76 0.62
H 0.73 1.28 -1.13
H 2.81 -3.20 -3.17
H -4.43 -2.21 -1.60
C -0.75 4.21 -0.34
C 1.01 -3.79 1.21
H 4.11 2.40 0.08
H -4.66 1.58 -3.58
H -5.27 2.47 -2.18
N -3.98 -0.26 -1.08
H 1.76 -4.52 0.92
H 2.60 -1.29 3.91
H 0.95 3.56 2.51
H 6.05 4.81 3.05
C 0.95 2.30 0.77
C 4.50 3.51 3.77
H 0.11 -4.30 1.58
C 5.31 4.06 2.78
H -1.39 4.96 -0.78
C -0.27 4.37 0.95
H 4.62 3.82 4.80
C 3.39 2.19 2.09
N -5.99 0.49 -2.35
C 1.49 -2.84 2.30
C 0.57 3.43 1.50
H 3.45 -4.91 2.46
H -5.35 -0.74 -3.95
H 3.35 -4.76 4.21
H 0.20 0.01 -3.45
N 2.36 -3.24 3.19
H 2.43 -3.08 -0.89
H 1.32 -0.42 -4.76
C -3.68 1.03 -1.68
H 5.81 4.08 0.69
Te -2.24 -2.01 1.32
H 2.89 -2.04 -4.50
N 1.58 -1.49 -2.98
Se 2.79 -0.27 0.08
C -4.90 1.51 -2.52
C 2.91 -2.30 4.17
C 3.55 2.57 3.42
C -4.28 -1.25 -2.10
C 0.44 2.12 -0.51
C -5.09 -0.13 -0.15
H -6.80 0.80 -2.88
H 1.06 -3.93 -1.67
H -3.42 -1.35 -2.76
C 4.22 2.72 1.11
C 1.36 -3.05 -1.09
H -6.36 -1.55 -2.75
H -7.19 -0.33 -0.82
H 2.91 2.13 4.19
H -5.27 -1.11 0.31
H 1.95 -5.32 3.31
H -3.45 1.73 -0.88
P 1.99 1.08 1.72
O 0.01 -1.10 -1.40
H -2.79 0.93 -2.30
H -6.68 1.34 -0.56
O 0.59 -2.98 0.11
```

Computed properties:
net charge = +2
gap between HOMO and LUMO = 6.5984 eV

Record 4
ORCA calculation (ωB97M-V/def2-TZVPD) on a cluster of 12 separate species, C33H59N17O5 in total at a distorted geometry.

The geometry in XYZ format:
```
114
Properties=species:S:1:pos:R:3
H 2.11 1.40 3.05
C -1.63 -0.06 0.30
H 2.75 4.61 2.66
N 1.78 -2.22 4.57
H 4.38 -3.80 -0.87
H -1.42 -5.69 0.03
O 4.21 0.21 -0.40
C -0.13 -2.22 2.80
H 0.81 5.01 1.12
H -0.58 6.73 -1.87
H 2.16 3.40 4.80
C 0.72 4.48 2.06
H 2.20 6.77 -1.66
C -3.94 0.11 -3.02
H -2.30 -4.86 2.35
N -4.61 4.04 0.61
N 3.94 -1.88 1.57
H 3.74 -1.87 2.55
H -5.55 -0.18 -4.51
C -0.35 3.87 2.67
C 1.56 -1.79 -4.47
C 1.31 -2.12 -2.99
C 0.61 -0.23 -0.08
N 3.59 1.11 -4.78
H -1.07 -5.07 3.58
C 3.36 -0.02 -4.71
H -1.11 -3.20 1.27
H -1.32 4.27 -1.51
H -1.47 1.84 1.20
H 1.05 1.65 1.07
H -2.70 -0.16 0.35
N 4.50 -0.37 4.21
H -1.29 -0.28 -4.89
N 4.41 1.93 -1.91
C -2.07 -3.94 -1.12
H 3.71 -2.05 -4.17
H -2.50 -3.27 -0.38
H -1.35 3.78 2.26
N -2.25 -3.70 -2.45
H -6.39 -2.17 2.84
H -4.43 0.42 -2.11
H 0.28 -4.08 1.89
H 0.31 -1.62 1.99
N 1.82 4.28 2.86
C 3.95 0.75 3.71
H 0.32 -2.52 -2.78
O 4.66 1.60 3.15
H -0.92 -6.68 -2.50
C -0.31 4.62 -1.53
N 4.41 2.30 0.36
C -4.37 2.70 0.75
N -3.90 -0.22 3.14
C -3.44 -0.25 -5.19
C -0.64 -0.72 -0.42
H 1.46 -1.18 -2.46
H 3.24 -1.83 -5.75
H -3.94 -0.30 4.13
H 0.87 2.76 -1.23
H 2.83 4.39 -1.13
O -5.05 -0.76 1.23
H 4.35 1.97 1.31
C 4.26 -3.03 0.93
C -2.28 -0.09 -4.50
H 0.83 -1.06 -4.81
C 0.16 5.95 -1.73
H -5.41 -1.80 4.20
C -1.79 -4.81 -3.12
N 2.60 0.64 3.48
H 2.04 -2.85 -2.65
H -1.66 -4.76 -4.19
H -2.84 -2.96 -2.79
H -5.51 4.21 0.20
C 0.15 3.25 3.84
C 0.38 0.94 0.61
N -5.12 1.96 -0.10
C -1.60 -5.20 -0.91
C 0.81 3.82 -1.37
H 1.60 -0.58 -0.33
H -5.03 0.96 0.05
H 3.97 -1.00 1.07
C 1.47 3.60 4.00
H -0.98 -1.58 3.05
C -1.38 -5.75 -2.21
H 4.63 2.91 -1.93
H 2.25 -0.17 3.97
H 4.12 -2.05 -0.93
H -4.04 4.73 1.06
O 4.35 -4.11 1.50
N -2.57 0.21 -3.21
H -3.30 0.45 2.67
H -5.89 2.39 -0.57
N -1.00 1.11 0.70
C 0.93 -2.22 3.79
C -1.65 -4.32 3.04
H 5.50 -0.30 4.04
N 1.89 4.64 -1.38
H -3.54 -0.61 -6.20
N -5.66 -1.62 3.25
H 4.11 -1.19 4.63
H -0.37 2.59 4.51
C -4.89 -0.82 2.45
C -4.50 -0.13 -4.26
N 4.30 -2.90 -0.43
C 3.02 -1.43 -4.75
H 4.39 1.34 -2.73
H -1.99 0.61 -2.49
O -3.48 2.16 1.41
C 4.38 1.41 -0.66
H -0.75 -1.59 -1.05
C -0.61 -3.52 2.18
C 1.53 5.93 -1.62
H 4.64 3.26 0.17
H -2.22 -3.69 3.72
H 1.36 -2.62 -5.15
```

Computed properties:
SMILES string = c1cc[nH]c1.c1cc[nH]c1.c1cc[nH]c1.c1cc[nH]c1.c1cc[nH]c1.NC(N)=O.NC(N)=O.NC(N)=O.NC(N)=O.NC(N)=O.CCCC#N.CCCC#N
gap between HOMO and LUMO = 8.4515 eV

| no. | molecular weight (g/mol) |
| --- | --- |
| 1 | 117.13 |
| 2 | 154.17 |
| 3 | 863.34 |
| 4 | 773.95 |